[1]
This record from the Open Molecules 2025 dataset describes C6H15N2O2PS in the gas phase in a non-equilibrium geometry. The level of theory is the ωB97M-V functional and the def2-TZVPD basis.

```
27
Properties=species:S:1:pos:R:3
C 0.26 2.42 1.87
C 0.16 0.95 1.77
C 0.12 0.26 0.61
O -0.31 -1.03 0.69
C 0.45 -1.95 -0.08
C 1.94 -1.99 0.49
C -0.10 -3.31 -0.12
O 0.40 0.89 -0.53
P -0.91 1.05 -1.56
N -1.95 2.03 -0.53
N -0.45 2.31 -2.57
S -1.70 -0.56 -2.31
H 0.57 2.79 0.85
H -0.75 2.77 2.09
H 0.88 2.76 2.69
H -0.24 0.28 2.51
H 0.55 -1.74 -1.17
H 2.14 -1.08 1.08
H 2.14 -2.79 1.22
H 2.66 -2.04 -0.34
H -0.15 -3.67 0.94
H 0.35 -4.07 -0.75
H -1.17 -3.18 -0.45
H -2.84 1.79 -0.94
H -1.75 1.73 0.43
H -0.23 3.34 -2.35
H -0.09 2.06 -3.53
```

## Properties
- LUMO (Eh) = 0.0256
- HOMO (hartree) = -0.3135
- HOMO-LUMO gap (eV) = 9.23
- SMILES string = C/C=C(/OC(C)C)OP(N)(N)=S

Here are the Mulliken charges for atoms 1 to 2, given in e: -1.18, -0.11

[2]
This record from the Open Molecules 2025 dataset describes a gas-phase ion, C6H15N2O2S (charge -1) in a non-equilibrium geometry. The level of theory is the ωB97M-V functional and the def2-TZVPD basis.

```
26
Properties=species:S:1:pos:R:3
C 1.87 1.59 0.44
C -0.55 2.41 0.29
C 1.25 -1.74 -1.05
C -0.22 -2.21 0.87
C 0.43 1.37 -0.22
C 0.66 -1.16 0.21
N -1.31 -0.32 -0.70
N -0.12 0.09 0.07
O -3.50 1.03 -0.16
O -3.41 -1.45 -0.32
S -2.80 -0.24 0.29
H 1.89 1.15 1.45
H 2.74 1.23 -0.12
H 1.96 2.63 0.52
H -0.57 2.40 1.36
H -1.53 2.30 0.08
H -0.19 3.36 -0.02
H 1.59 -2.68 -0.83
H 0.58 -1.78 -1.83
H 2.02 -1.12 -1.40
H 0.28 -2.49 1.75
H -0.42 -3.14 0.42
H -1.18 -1.95 1.09
H 0.56 1.68 -1.38
H 1.52 -1.00 0.83
H -1.56 0.05 -1.65
```

## Properties
- LUMO (Eh) = 0.1274
- total charge = -1
- HOMO (hartree) = -0.1350
- HOMO-LUMO gap (eV) = 7.14

Here are the Mulliken charges for atoms 1 to 2, given in e: -1.62, -1.87

[3]
This record from the Open Molecules 2025 dataset describes a gas-phase ion, C6H15N2P2 (charge +1) in a non-equilibrium geometry. The level of theory is the ωB97M-V functional and the def2-TZVPD basis.

```
25
Properties=species:S:1:pos:R:3
C 3.50 1.17 1.35
P 3.46 1.10 -0.33
C 2.21 -0.29 -0.49
C 0.87 0.44 -0.15
C -0.22 -0.64 -0.16
N -0.32 -1.59 0.96
C -1.45 0.12 -0.28
N -2.83 -0.92 0.22
P -1.81 1.66 0.96
C -1.82 2.86 -0.19
H 3.94 2.04 1.75
H 2.86 0.54 1.86
H 2.18 -0.68 -1.54
H 2.36 -1.05 0.15
H 0.58 1.23 -0.90
H 0.95 0.93 0.75
H -0.09 -1.24 -1.01
H -0.30 -1.12 1.86
H 0.51 -2.08 0.98
H -1.78 0.32 -1.29
H -3.09 -0.54 1.14
H -3.53 -1.09 -0.44
H -2.43 -1.81 0.55
H -2.08 3.83 0.01
H -1.63 2.84 -1.28
```

## Properties
- LUMO (Eh) = -0.1475
- total charge = +1
- HOMO (hartree) = -0.4454
- HOMO-LUMO gap (eV) = 8.11
- SMILES string = C=PCC[C@@H](N)[C@@H]([NH3+])P=C

Here are the Mulliken charges for atoms 1 to 2, given in e: -0.59, 0.00

[4]
This record from the Open Molecules 2025 dataset describes C6H15N3 in the gas phase. The level of theory is the ωB97M-V functional and the def2-TZVPD basis.

```
24
Properties=species:S:1:pos:R:3
C 1.14 1.08 -1.35
C 1.01 -0.06 -0.67
N 2.08 -0.91 -0.42
N 3.41 -0.48 -0.61
C -0.36 -0.57 -0.25
C -0.32 -1.55 0.93
N -1.25 0.56 -0.06
C -0.98 1.33 1.14
C -2.65 0.25 -0.19
H 0.27 1.66 -1.58
H 2.08 1.46 -1.70
H 2.01 -1.46 0.42
H 3.59 -0.44 -1.61
H 3.55 0.47 -0.23
H -0.76 -1.12 -1.12
H 0.22 -1.13 1.78
H -1.34 -1.77 1.25
H 0.14 -2.49 0.64
H 0.08 1.52 1.21
H -1.50 2.28 1.07
H -1.33 0.83 2.06
H -2.82 -0.27 -1.13
H -3.21 1.18 -0.21
H -3.05 -0.37 0.63
```

## Properties
- LUMO (Eh) = 0.0345
- HOMO (hartree) = -0.2980
- HOMO-LUMO gap (eV) = 9.05
- SMILES string = C=C(NN)[C@@H](C)N(C)C

Here are the Mulliken charges for atoms 1 to 2, given in e: -1.30, 0.05

[5]
This record from the Open Molecules 2025 dataset describes 2 unconnected molecules or ions with the total composition C6H15NO in a non-equilibrium geometry. The level of theory is the ωB97M-V functional and the def2-TZVPD basis.

```
23
Properties=species:S:1:pos:R:3
C 1.66 -0.62 0.46
C 1.58 -2.05 -0.06
N 0.60 -2.85 0.45
O 2.34 -2.54 -0.87
H 0.79 0.01 0.19
H 2.72 -0.37 0.30
H 1.47 -0.76 1.57
H 0.45 -3.69 -0.06
H 0.03 -2.53 1.22
C -0.87 3.13 0.41
C -1.07 1.61 0.05
C -2.29 1.11 0.85
C -1.28 1.61 -1.54
H -1.78 3.75 0.39
H -0.08 3.65 -0.15
H -0.72 3.09 1.56
H -0.25 0.98 0.31
H -3.13 1.74 0.46
H -2.43 0.05 0.68
H -2.09 1.27 1.90
H -1.86 2.57 -1.61
H -0.33 1.63 -2.08
H -2.07 0.91 -1.79
```

## Properties
- LUMO (Eh) = 0.0249
- HOMO (hartree) = -0.3589
- HOMO-LUMO gap (eV) = 10.44
- SMILES string = CC(N)=O.CC(C)C

Here are the Mulliken charges for atoms 1 to 2, given in e: -0.55, 0.67

[6]
This record from the Open Molecules 2025 dataset describes 2 unconnected molecules or ions with the total composition C6H15NO in a non-equilibrium geometry. The level of theory is the ωB97M-V functional and the def2-TZVPD basis.

```
23
Properties=species:S:1:pos:R:3
C 2.43 0.93 -1.75
C 2.11 1.69 -0.51
C 2.43 1.17 0.69
O 2.15 1.79 1.89
H 2.97 1.62 -2.42
H 2.99 -0.01 -1.64
H 1.46 0.73 -2.23
H 1.66 2.67 -0.59
H 2.94 0.19 0.72
H 2.59 1.36 2.71
C -2.89 -1.85 -0.90
C -2.00 -1.57 0.29
N -1.36 -0.29 0.02
C -0.64 0.14 1.21
H -3.55 -2.71 -0.73
H -2.29 -2.03 -1.81
H -3.52 -0.99 -1.09
H -1.30 -2.41 0.48
H -2.66 -1.48 1.17
H -2.13 0.36 -0.16
H -0.27 1.17 1.14
H -1.32 0.07 2.08
H 0.21 -0.53 1.41
```

## Properties
- LUMO (Eh) = 0.0289
- HOMO (hartree) = -0.3092
- HOMO-LUMO gap (eV) = 9.20
- SMILES string = C/C=C/O.CCNC

Here are the Mulliken charges for atoms 1 to 2, given in e: -1.09, 0.15

[7]
This record from the Open Molecules 2025 dataset describes 2 unconnected molecules or ions with the total composition C6H15NO in a non-equilibrium geometry. The level of theory is the ωB97M-V functional and the def2-TZVPD basis.

```
23
Properties=species:S:1:pos:R:3
C 0.28 2.60 -1.41
C 0.85 1.20 -1.14
C 0.42 0.68 0.22
C 1.06 1.33 1.41
C -0.54 -0.23 0.39
C -0.95 -0.82 1.71
N -1.27 -0.81 -0.68
H 0.53 3.25 -0.58
H -0.81 2.53 -1.41
H 0.63 3.01 -2.35
H 0.56 0.50 -1.92
H 1.94 1.20 -1.13
H 0.97 0.70 2.29
H 2.14 1.46 1.25
H 0.68 2.34 1.57
H -0.09 -1.08 2.33
H -1.51 -0.12 2.32
H -1.45 -1.77 1.52
H -1.02 -0.50 -1.60
H -2.27 -0.82 -0.55
O 0.12 -3.45 -0.28
H 0.86 -3.98 -0.60
H 0.18 -2.66 -0.85
```

## Properties
- LUMO (Eh) = 0.0325
- HOMO (hartree) = -0.2861
- HOMO-LUMO gap (eV) = 8.67
- SMILES string = CC/C(C)=C(/C)N.O

Here are the Mulliken charges for atoms 1 to 2, given in e: -1.08, -0.76

[8]
This record from the Open Molecules 2025 dataset describes 2 unconnected molecules or ions with the total composition C6H15NO in a non-equilibrium geometry. The level of theory is the ωB97M-V functional and the def2-TZVPD basis.

```
23
Properties=species:S:1:pos:R:3
C 1.10 0.19 1.82
C -0.23 0.56 1.15
C -0.27 0.17 -0.30
C -1.03 -0.85 -0.75
N -1.81 -1.65 0.15
C 0.57 0.88 -1.36
C 0.09 2.34 -1.42
H 1.66 -0.55 1.25
H 0.85 -0.24 2.80
H 1.71 1.05 2.03
H -0.48 1.62 1.31
H -1.10 0.13 1.65
H -1.04 -1.21 -1.77
H -2.55 -1.14 0.62
H -2.28 -2.38 -0.38
H 0.38 0.33 -2.29
H 1.64 0.73 -1.16
H 0.57 3.03 -2.11
H -1.00 2.30 -1.46
H 0.36 2.79 -0.46
O 0.89 -3.07 0.29
H 0.23 -2.36 0.26
H 1.73 -2.68 0.12
```

## Properties
- LUMO (Eh) = 0.0324
- HOMO (hartree) = -0.3098
- HOMO-LUMO gap (eV) = 9.31
- SMILES string = CCC(=CN)CC.O

Here are the Mulliken charges for atoms 1 to 2, given in e: -1.19, -0.41

[9]
This record from the Open Molecules 2025 dataset describes 2 unconnected molecules or ions with the total composition C6H15NO in a non-equilibrium geometry. The level of theory is the ωB97M-V functional and the def2-TZVPD basis.

```
23
Properties=species:S:1:pos:R:3
C -0.83 1.00 2.79
C -0.02 1.94 1.90
C -0.51 1.99 0.45
C 0.12 0.87 -0.37
C -0.41 0.45 -1.52
N -0.01 -0.70 -2.21
C 1.27 -1.35 -2.00
H -0.88 -0.02 2.42
H -0.38 1.00 3.78
H -1.79 1.47 2.99
H 1.04 1.68 1.92
H -0.06 2.94 2.32
H -0.22 2.99 0.10
H -1.58 1.82 0.51
H 0.98 0.42 0.10
H -1.12 1.06 -2.06
H -0.38 -0.73 -3.15
H 1.74 -1.05 -1.07
H 1.97 -1.19 -2.81
H 1.03 -2.41 -1.84
O 0.35 -3.41 0.52
H 0.50 -3.44 1.47
H -0.13 -2.58 0.40
```

## Properties
- LUMO (Eh) = 0.0312
- HOMO (hartree) = -0.2809
- HOMO-LUMO gap (eV) = 8.49
- SMILES string = CCC/C=C/NC.O

Here are the Mulliken charges for atoms 1 to 2, given in e: -1.10, -0.62

[10]
This record from the Open Molecules 2025 dataset describes C6H15NO in the gas phase in a non-equilibrium geometry. The level of theory is the ωB97M-V functional and the def2-TZVPD basis.

```
23
Properties=species:S:1:pos:R:3
C 0.53 0.98 1.96
N 0.99 0.36 0.74
C 2.43 0.41 0.61
C 0.30 -0.90 0.39
C -1.18 -0.64 0.19
C -1.50 0.47 -0.84
C -1.14 0.05 -2.28
O -1.53 -1.30 -2.51
H 0.64 0.19 2.78
H 1.00 1.94 2.18
H -0.54 1.19 1.96
H 2.76 1.43 0.73
H 2.63 -0.05 -0.37
H 2.96 -0.28 1.29
H 0.56 -1.57 1.23
H 0.65 -1.32 -0.58
H -1.66 -0.33 1.11
H -1.64 -1.63 0.05
H -2.52 0.82 -0.65
H -0.91 1.32 -0.47
H -0.07 0.17 -2.50
H -1.72 0.58 -3.06
H -1.02 -1.89 -1.96
```

## Properties
- LUMO (Eh) = 0.0336
- HOMO (hartree) = -0.3015
- HOMO-LUMO gap (eV) = 9.12
- SMILES string = CN(C)CCCCO

Here are the Mulliken charges for atoms 1 to 2, given in e: -1.04, 0.17

Q: Which DFT total energy values were calculated for the entries above? A: -1237.1676; -895.7393; -1029.4468; -401.8142; -367.5736; -367.5432; -367.5872; -367.5731; -367.5592; -367.5527, in a.u..